#i
This record from OMol25 describes an isolated molecule of C4H6O2. The level of theory is the ωB97M-V functional and the def2-TZVPD basis.

Each line ends with the Mulliken charge.
Element x y z (Å)
O1 -1.06249 1.73062 -0.41483  -0.5508
O2 1.14241 -0.13348 -1.86455  -0.5126
C1 0.57777 -0.15358 -0.64924  0.1091
C2 0.36260 -1.13267 0.23430  -0.3959
C3 -0.07062 0.92924 0.15616  0.0527
C4 -0.45433 -0.23882 1.12911  -0.5503
H1 1.35021 -1.07777 -1.94196  0.3271
H2 0.76508 -2.12584 0.39264  0.3739
H3 -0.09364 -0.13478 2.15276  0.2353
H4 0.64915 1.61186 0.61581  0.3457
H5 -1.53197 -0.42980 1.12790  0.2177
H6 -1.63416 1.15502 -0.93809  0.3481

Output
net charge = 0
HOMO-LUMO gap = 9.7 eV

=====

#ii
This record from OMol25 describes an isolated molecule of C4H6O2. The level of theory is the ωB97M-V functional and the def2-TZVPD basis.

Each line ends with the Mulliken charge.
Element x y z (Å)
O1 -1.60553 -0.61346 -0.52745  -0.4707
O2 0.95124 0.93139 1.55512  -0.4645
C1 0.78932 -0.40996 -0.62746  -0.6490
C2 0.47550 0.77455 0.25219  0.1264
C3 -0.59411 -0.75042 -1.17853  0.0788
C4 -0.43718 0.44617 1.32126  -0.4174
H1 -0.53588 -0.58966 1.62930  0.2576
H2 1.15113 -1.23581 -0.00002  0.2648
H3 -0.69230 -1.07215 -2.22375  0.3753
H4 1.51651 -0.24884 -1.43013  0.3071
H5 0.30644 1.71048 -0.28020  0.3236
H6 -1.32516 1.05771 1.50969  0.2680

Output
net charge = 0
HOMO-LUMO gap = 10.8 eV

=====

#iii
This record from OMol25 describes a cluster of 2 separate species, C4H6O2 in total. The level of theory is the ωB97M-V functional and the def2-TZVPD basis.

Each line ends with the Mulliken charge.
Element x y z (Å)
O1 1.02970 0.31439 0.59615  -0.3582
O2 2.92922 -0.07255 -1.42273  -0.1784
C1 0.01840 0.08984 1.55334  -0.4918
C2 -1.08616 -0.27201 -0.76309  -1.3032
C3 1.94885 -0.64217 -1.46450  0.1375
C4 -0.33310 0.59194 0.22704  0.3714
H1 -0.16201 -0.96122 1.77321  0.2246
H2 -0.85978 -0.01679 -1.80251  0.3073
H3 -2.16309 -0.12356 -0.60592  0.3568
H4 0.03066 0.75993 2.40525  0.2565
H5 -0.49043 1.66411 0.12281  0.3321
H6 -0.86226 -1.33191 -0.61904  0.3455

Output
net charge = 0
HOMO-LUMO gap = 11.5 eV

=====

#iv
This record from OMol25 describes an isolated molecule of C4H6O2. The level of theory is the ωB97M-V functional and the def2-TZVPD basis.

Each line ends with the Mulliken charge.
Element x y z (Å)
O1 -0.52683 0.54660 2.33821  -0.4995
O2 0.90651 -0.97367 0.04666  -0.4168
C1 1.01507 0.41861 0.34124  0.1197
C2 0.42395 0.04576 1.72453  -0.1509
C3 -1.12280 -0.13996 -1.03229  -1.0162
C4 0.24866 -0.01510 -0.79861  0.1943
H1 0.95615 -0.70102 2.26086  0.3423
H2 1.89757 1.16786 0.11650  0.2477
H3 -1.42533 -1.01010 -1.73180  0.2479
H4 -1.60289 0.74563 -1.54450  0.2717
H5 0.78528 0.26031 -1.66775  0.3829
H6 -1.55536 -0.34492 -0.05305  0.2770

Output
net charge = 0
HOMO-LUMO gap = 10.7 eV

=====

Most stable: #iii (next structure +12.1 kJ/mol)

=====

#i
This record from OMol25 describes the ion C3H2NO3 with charge -1. The level of theory is the ωB97M-V functional and the def2-TZVPD basis.

Each line ends with the Mulliken charge.
Element x y z (Å)
O1 0.94236 -0.64180 1.10364  -0.0925
O2 -2.17430 0.13380 -1.27566  -0.3267
O3 2.25750 0.70871 -0.13081  -0.6673
N1 -0.05363 0.55920 -0.51539  0.1319
C1 1.10566 0.22318 0.10845  0.5708
C2 -1.15390 -0.27221 -0.74980  -0.6930
C3 -0.14290 -1.23402 1.57595  -0.2236
H1 -1.01170 -0.82362 0.97111  0.0849
H2 0.23090 1.34677 -1.08749  0.2155

Output
net charge = -1
HOMO-LUMO gap (alpha / beta) = 6.3 / 6.3 eV

=====

#ii
This record from OMol25 describes the ion C3H2NO3 with charge -1. The level of theory is the ωB97M-V functional and the def2-TZVPD basis.

Each line ends with the Mulliken charge.
Element x y z (Å)
O1 -2.12107 -1.16115 0.00287  -0.5336
O2 2.03510 -0.84292 0.64874  -0.7433
O3 0.96277 -0.37370 -1.31538  -0.5412
N1 -1.10643 1.01849 -0.07944  -0.7556
C1 1.11711 -0.27192 0.04045  0.3035
C2 -1.59334 -0.09100 -0.03846  0.7545
C3 0.06731 0.45502 0.58155  -0.1526
H1 0.44144 0.44942 -1.51972  0.3576
H2 0.19710 0.81776 1.67938  0.3106

Output
net charge = -1
HOMO-LUMO gap = 6.9 eV

=====

#iii
This record from OMol25 describes a cluster of 2 separate species, C3H2NO3 in total. The level of theory is the ωB97M-V functional and the def2-TZVPD basis.

Each line ends with the Mulliken charge.
Element x y z (Å)
O1 1.39420 1.95781 0.31356  -0.5512
O2 -1.61027 0.00237 -1.13448  -0.6810
O3 -2.24335 -0.56290 0.95458  -0.6587
N1 1.04324 -0.18899 -0.74475  -0.3500
C1 0.92941 0.87737 0.10347  0.3877
C2 -1.47461 -0.30465 0.05492  0.4797
C3 0.07977 -0.24400 0.32972  -0.0082
H1 0.80149 -0.29205 -1.71763  0.2960
H2 1.08013 -1.24498 1.84061  0.0859

Output
net charge = -1
HOMO-LUMO gap (alpha / beta) = 8.5 / 7.8 eV

=====

#iv
This record from OMol25 describes a structure of composition C3H2NO3. The level of theory is the ωB97M-V functional and the def2-TZVPD basis.

Each line ends with the Mulliken charge.
Element x y z (Å)
O1 -1.62936 -2.15327 0.20493  -0.7836
O2 2.65275 0.58495 0.05744  -0.6198
O3 0.46227 1.16877 0.22124  -0.3152
N1 0.94937 -1.06384 -0.00461  -0.4930
C1 -0.74060 0.50443 -0.06198  -0.1194
C2 -0.33231 -0.89171 0.07931  0.4135
C3 1.46151 0.23940 0.09401  0.5637
H1 -1.29870 0.68824 -1.07796  0.1312
H2 -1.52493 0.92303 0.48763  0.2226

Output
net charge = -1
HOMO-LUMO gap (alpha / beta) = 7.9 / 7.9 eV

=====

Most stable: #ii (next structure +184.0 kJ/mol)

=====

#i
This record from OMol25 describes an isolated molecule of C3H2N2S. The level of theory is the ωB97M-V functional and the def2-TZVPD basis.

Each line ends with the Mulliken charge.
Element x y z (Å)
S1 2.81104 0.00440 -0.01119  -0.2463
N1 0.42531 -1.18452 0.03554  -0.3840
N2 0.43957 1.22593 -0.01948  -0.3984
C1 -0.79269 -0.72357 -0.02405  0.0841
C2 -0.75810 0.77405 -0.02148  -0.0369
C3 1.23433 -0.02598 0.00581  0.2693
H1 -1.63910 1.31845 0.18651  0.3936
H2 -1.72036 -1.38876 -0.15166  0.3186

Output
net charge = 0
HOMO-LUMO gap = 7.5 eV

=====

#ii
This record from OMol25 describes a structure of composition C3H2N2S. The level of theory is the ωB97M-V functional and the def2-TZVPD basis.

Each line ends with the Mulliken charge.
Element x y z (Å)
S1 2.54640 -0.39628 0.25370  -0.1294
N1 0.28955 1.34099 0.01227  -0.5093
N2 0.57726 -0.86689 -0.50604  -0.3515
C1 -0.85106 0.68441 0.05044  -0.0626
C2 1.16154 0.36663 -0.18547  0.4616
C3 -0.67105 -0.71207 -0.12678  -0.1459
H1 -1.33344 -1.57405 0.02174  0.3615
H2 -1.71921 1.15726 0.48013  0.3756

Output
net charge = 0
HOMO-LUMO gap (alpha / beta) = 6.9 / 6.7 eV

=====

Most stable: #i (next structure +154.4 kJ/mol)

=====

#i
This record from OMol25 describes a cluster of 4 separate species, C4H16NO3 in total. The level of theory is the ωB97M-V functional and the def2-TZVPD basis.

Each line ends with the Mulliken charge.
Element x y z (Å)
O1 0.31713 -3.59647 -0.27065  -0.5975
O2 -2.24030 0.39491 -2.28784  -0.6968
O3 -2.61401 1.36061 1.17477  -0.6794
N1 -0.43390 1.46952 -0.27179  -0.2355
C1 1.95797 -0.79053 1.45395  -1.3125
C2 0.92411 0.79679 -0.19775  0.5931
C3 0.94455 -0.59635 0.30319  -0.1672
C4 1.93565 1.55344 -0.58943  -1.0695
H1 -0.08170 -0.82274 0.83781  0.0875
H2 -1.13097 0.89134 -0.76416  0.3735
H3 1.80093 2.59044 -0.80816  0.2658
H4 -2.60835 1.82425 2.02347  0.3348
H5 -0.58592 -3.65015 -0.60132  0.2933
H6 -0.90688 1.88738 0.51436  0.3270
H7 0.54355 -4.52223 -0.10819  0.2989
H8 -2.59252 1.28791 -2.39221  0.3267
H9 -0.44036 2.27443 -0.92874  0.4200
H10 -2.79331 0.45488 1.46462  0.3348
H11 2.97075 1.31671 -0.87780  0.2734
H12 -3.02095 -0.17358 -2.24922  0.3345
H13 1.84482 -1.77124 1.87050  0.3489
H14 1.00767 -1.41894 -0.39912  0.4275
H15 2.22377 0.03194 2.10464  0.3908
H16 2.97825 -0.79232 0.99907  0.3280

Output
net charge = +1
HOMO-LUMO gap = 10.8 eV

=====

#ii
This record from OMol25 describes a cluster of 4 separate species, C4H16NO3 in total. The level of theory is the ωB97M-V functional and the def2-TZVPD basis.

Each line ends with the Mulliken charge.
Element x y z (Å)
O1 2.33132 -0.20601 2.96195  -0.5837
O2 0.14478 2.10745 -2.54907  -0.6194
O3 -2.36891 0.90672 -2.06590  -0.7142
N1 -0.30437 -0.72760 -1.27695  -0.0964
C1 -1.21280 -0.29181 1.65691  -0.9142
C2 0.51604 -0.94697 -0.06750  0.6680
C3 -0.28414 -1.38939 1.10606  -0.6269
C4 1.81182 -0.73559 -0.15894  -1.0949
H1 2.67175 0.63291 2.63372  0.3132
H2 0.23569 -0.30572 -2.03211  0.3352
H3 2.48340 -0.16607 3.91267  0.2837
H4 -0.88487 -2.26346 0.85233  0.3337
H5 2.50375 -0.95089 0.63302  0.3741
H6 -1.88289 1.71453 -2.28539  0.3633
H7 -1.57512 0.42088 0.91201  0.1878
H8 0.38422 -1.69347 1.89361  0.3546
H9 2.26429 -0.34620 -1.06707  0.2262
H10 -0.70753 0.32499 2.39305  0.2907
H11 0.38255 2.37738 -3.44557  0.3100
H12 -0.67697 -1.62343 -1.59247  0.3984
H13 0.43450 2.85290 -2.00043  0.3127
H14 -3.06226 1.15536 -1.43925  0.3418
H15 -1.12931 -0.11709 -1.12009  0.2371
H16 -2.07496 -0.72942 2.14542  0.3193

Output
net charge = +1
HOMO-LUMO gap = 11.2 eV

=====

#iii
This record from OMol25 describes a cluster of 4 separate species, C4H16NO3 in total. The level of theory is the ωB97M-V functional and the def2-TZVPD basis.

Each line ends with the Mulliken charge.
Element x y z (Å)
O1 2.76926 -0.00715 -0.73585  -0.6542
O2 -0.69107 -2.99881 1.24243  -0.6126
O3 -0.55678 -2.30827 -2.10002  -0.6057
N1 0.26528 -0.07903 -0.60036  -0.0982
C1 -1.92852 0.89860 -0.47778  -0.9246
C2 0.04680 2.82887 1.22199  -1.0647
C3 -0.24427 1.35079 1.34366  -0.6208
C4 -0.75965 0.76053 0.08201  0.5366
H1 -2.86746 1.25216 -0.02499  0.2982
H2 1.14360 0.50188 -0.81730  0.4122
H3 -1.01068 1.09009 2.08516  0.3690
H4 -2.10168 0.43384 -1.43531  0.2426
H5 -0.16560 -0.37626 -1.49659  0.2888
H6 -0.38225 -3.85433 0.89493  0.3065
H7 0.65874 0.95375 1.82440  0.2911
H8 -1.12362 -2.87251 -2.64731  0.3080
H9 -0.39601 -3.20658 2.14405  0.3195
H10 -0.88132 3.33673 0.80341  0.2937
H11 3.28583 -0.81531 -0.82307  0.3058
H12 3.18013 0.72129 -1.22289  0.3179
H13 0.25592 3.38578 2.10181  0.3876
H14 0.59641 -0.94260 -0.12028  0.3569
H15 0.85651 2.90437 0.47923  0.2678
H16 0.05045 -2.95784 -1.72135  0.2786

Output
net charge = +1
HOMO-LUMO gap = 10.7 eV

=====

Most stable: #ii (next structure +93.4 kJ/mol)